No. 1
Computed, not measured: a 11-piece molecular cluster, C27H58B6F24N6O4 overall at a distorted geometry, with ωB97M-V with the def2-TZVPD basis set.

Atoms and positions in Å:
C: -2.911 8.151 -13.504
C: -3.007 9.606 -13.822
O: -3.947 10.287 -13.617
N: -1.812 10.301 -14.458
H: -0.876 10.110 -14.086
H: -1.671 9.697 -15.280
C: -1.933 11.767 -14.863
H: -3.756 7.890 -12.866
H: -2.009 7.725 -13.066
H: -3.167 7.485 -14.336
H: -2.763 11.831 -15.561
H: -1.071 12.130 -15.417
H: -2.090 12.299 -13.926
C: -0.161 12.618 -19.427
N: 0.401 12.982 -18.101
C: 0.000 14.088 -17.482
C: 0.602 14.511 -16.308
C: 1.683 13.814 -15.801
C: 2.069 12.617 -16.462
C: 1.354 12.176 -17.550
C: 2.416 14.265 -14.592
C: 2.577 15.590 -14.214
C: 3.391 15.936 -13.165
N: 3.937 14.967 -12.409
C: 3.595 13.666 -12.569
C: 2.861 13.283 -13.674
C: 4.772 15.434 -11.290
H: -1.060 12.043 -19.222
H: 0.561 12.131 -20.076
H: -0.388 13.542 -19.958
H: -0.715 14.664 -18.053
H: 0.435 15.468 -15.821
H: 2.721 11.860 -16.046
H: 1.743 11.411 -18.208
H: 2.075 16.370 -14.777
H: 3.657 16.968 -12.986
H: 4.001 12.974 -11.855
H: 2.644 12.256 -13.921
H: 4.256 15.978 -10.504
H: 5.528 16.017 -11.813
H: 5.175 14.614 -10.701
C: -9.174 17.491 -10.983
C: -9.804 16.814 -12.212
C: -9.040 16.941 -13.498
O: -7.632 16.917 -13.342
C: -6.918 16.068 -14.211
N: -9.900 15.295 -11.920
H: -9.155 14.704 -12.294
H: -9.954 15.072 -10.917
H: -10.758 14.928 -12.329
H: -9.546 17.106 -10.035
H: -9.412 18.553 -11.023
H: -8.096 17.353 -11.051
H: -10.841 17.148 -12.234
H: -9.047 18.022 -13.709
H: -9.606 16.472 -14.307
H: -7.409 15.709 -15.120
H: -6.560 15.179 -13.680
H: -5.988 16.494 -14.589
C: -3.375 12.069 -6.423
C: -2.326 11.932 -7.524
C: -2.780 11.816 -8.974
O: -1.709 11.391 -9.810
C: -2.208 11.035 -11.059
N: -1.373 13.089 -7.345
H: -1.680 14.034 -7.595
H: -1.118 13.088 -6.361
H: -0.511 13.047 -7.903
H: -4.135 12.847 -6.502
H: -2.957 12.072 -5.417
H: -4.023 11.186 -6.416
H: -1.655 11.095 -7.326
H: -3.313 12.692 -9.352
H: -3.554 11.039 -8.925
H: -1.427 10.748 -11.774
H: -2.669 11.889 -11.571
H: -2.907 10.192 -11.005
C: -4.191 15.791 -11.940
C: -2.685 16.035 -11.976
C: -1.770 14.896 -11.490
O: -1.570 14.038 -12.627
C: -0.190 13.993 -12.841
N: -2.175 16.454 -13.321
H: -2.399 15.833 -14.097
H: -2.717 17.300 -13.545
H: -1.169 16.645 -13.323
H: -4.370 14.728 -12.130
H: -4.733 16.386 -12.678
H: -4.712 16.045 -11.020
H: -2.462 16.917 -11.372
H: -2.141 14.312 -10.651
H: -0.864 15.406 -11.162
H: 0.016 13.595 -13.845
H: 0.339 13.375 -12.110
H: 0.371 14.930 -12.924
B: 1.002 17.831 -13.638
F: 0.363 17.148 -14.722
F: 2.402 17.765 -13.790
F: 0.620 19.164 -13.630
F: 0.551 17.232 -12.459
B: -8.021 14.345 -9.248
F: -7.324 14.672 -10.433
F: -7.219 13.440 -8.535
F: -8.357 15.508 -8.567
F: -9.200 13.613 -9.603
B: 1.957 14.148 -9.839
F: 1.401 15.247 -10.457
F: 3.186 14.411 -9.212
F: 0.973 13.742 -8.899
F: 2.255 13.111 -10.769
B: -3.460 15.143 -16.024
F: -2.873 16.380 -15.852
F: -4.100 14.656 -14.867
F: -4.442 15.238 -17.029
F: -2.451 14.205 -16.326
B: -2.745 16.172 -7.773
F: -3.938 15.805 -8.400
F: -2.696 17.571 -7.639
F: -2.642 15.507 -6.518
F: -1.586 15.754 -8.448
B: -3.601 19.703 -13.886
F: -4.622 19.662 -12.934
F: -3.633 20.901 -14.635
F: -2.383 19.644 -13.163
F: -3.649 18.558 -14.694

Calculated values
* gap between HOMO and LUMO: 6.0 eV
* HOMO: -9.004 eV
* LUMO: -3.0 eV
* multiplicity: 1

Mulliken population analysis, charges in e, atoms 1 to 4: -1.389 0.551 -0.307 -0.069

No. 2
Computed, not measured: C30H50ClF5P2ReSi2 as an isolated structure at a distorted geometry, with ωB97M-V with the def2-TZVPD basis set.

Atoms and positions in Å:
Re: 0.172 0.448 -0.640
C: -1.616 1.448 -0.770
C: -0.883 1.617 -1.999
C: -0.728 0.285 -2.559
Si: -0.216 3.168 -2.765
C: -1.383 -0.621 -1.706
C: -1.919 0.069 -0.557
Si: -3.043 -0.622 0.813
H: -1.918 2.260 -0.153
H: -0.268 0.071 -3.509
H: -1.465 -1.679 -1.915
Cl: 2.062 -0.374 0.439
C: -3.743 0.841 1.714
C: -4.434 -1.601 0.052
C: -1.245 4.604 -2.249
C: -0.172 2.998 -4.628
H: -4.998 -0.935 -0.612
H: -5.098 -1.938 0.857
H: -4.116 -2.475 -0.526
H: -2.982 1.419 2.246
H: -4.491 0.503 2.438
H: -4.227 1.508 0.990
H: -1.218 3.014 -4.950
H: 0.311 2.082 -4.984
H: 0.339 3.872 -5.064
H: -1.927 4.853 -3.076
H: -0.649 5.492 -2.021
H: -1.849 4.355 -1.370
C: -2.225 -1.757 2.110
C: 1.595 3.411 -2.200
P: -1.124 -3.110 1.604
H: -3.064 -2.199 2.692
H: -1.643 -1.125 2.816
P: 2.265 1.832 -1.675
H: 1.587 4.093 -1.338
H: 2.210 3.853 -3.002
C: 3.766 2.309 -0.692
C: 2.679 0.956 -3.301
C: -2.007 -4.447 0.690
C: -0.307 -3.863 3.080
C: 1.203 -3.559 3.086
H: -0.457 -4.955 2.953
C: -0.928 -3.442 4.414
H: -0.751 -2.378 4.626
H: -0.430 -4.017 5.212
H: -1.996 -3.633 4.481
H: 1.683 -3.657 2.116
H: 1.680 -4.256 3.782
H: 1.381 -2.534 3.453
H: -2.584 -3.912 -0.075
C: -3.001 -5.288 1.483
C: -0.966 -5.320 -0.003
H: -3.851 -4.707 1.844
H: -2.539 -5.778 2.343
H: -3.394 -6.071 0.825
H: -0.314 -4.732 -0.650
H: -1.469 -6.059 -0.636
H: -0.322 -5.840 0.708
H: 1.816 1.263 -3.928
C: 2.705 -0.589 -3.234
C: 3.967 1.480 -3.951
H: 3.920 2.563 -4.124
H: 4.060 0.980 -4.925
H: 4.866 1.233 -3.362
H: 1.741 -1.018 -2.912
H: 3.489 -0.939 -2.551
H: 2.939 -0.963 -4.247
C: 3.456 2.661 0.758
C: 4.573 3.464 -1.254
H: 4.326 1.354 -0.696
H: 3.961 4.372 -1.097
H: 4.879 3.385 -2.298
H: 5.483 3.566 -0.649
H: 2.921 3.611 0.861
H: 4.402 2.745 1.310
H: 2.883 1.859 1.244
C: 0.132 -2.630 -0.309
H: 0.702 -2.886 -1.224
H: 0.766 -2.590 0.620
H: -0.976 -2.519 -0.518
F: 0.046 3.709 0.477
C: -0.086 2.915 1.584
C: 0.114 1.551 1.452
C: 0.200 0.844 2.636
F: 0.486 -0.505 2.710
C: -0.084 1.439 3.877
F: -0.170 0.672 4.976
C: -0.422 2.796 3.931
F: -0.880 3.327 5.072
C: -0.397 3.543 2.762
F: -0.788 4.835 2.772

Calculated values
* gap between HOMO and LUMO (alpha / beta): 6.0 / 5.3 eV
* expectation value of S²: 3.7674
* HOMO (alpha / beta): -5.536 / -6.027 eV
* LUMO (alpha / beta): 0.5 / -0.7 eV
* multiplicity: 4

Mulliken population analysis, charges in e, atoms 1 to 4: -0.367 -1.401 0.487 -0.562